(1)
Here is a cluster of 9 separate species, C66H85BBrO2 in total in a non-equilibrium geometry from the OMol25 dataset. Energies are from ωB97M-V/def2-TZVPD.

XYZ file:
```
155
Properties=species:S:1:pos:R:3:mulliken_charge:R:1
C 4.505 -2.547 0.816 -1.119
C 3.326 -2.830 -0.175 -0.384
C 2.046 -1.956 0.119 -0.396
C 1.285 -1.685 -1.228 -0.778
C -0.146 -1.031 -0.999 -0.501
C -0.204 0.273 -1.859 0.037
C -1.622 0.661 -2.391 -1.459
C -2.782 0.493 -1.360 -0.031
C -3.015 1.775 -0.455 -0.695
C -4.505 2.230 -0.464 -1.073
C -5.456 1.298 0.376 -0.604
C -6.387 0.370 -0.541 -0.251
C -7.885 0.407 -0.037 -0.715
C -8.782 -0.751 -0.662 -0.854
C -8.940 -2.019 0.254 -0.936
C -7.724 -3.001 0.130 -0.332
C -7.456 -3.502 -1.339 0.436
C -6.121 -4.406 -1.149 -0.457
O -6.545 -5.736 -1.377 -0.670
B -7.736 -5.623 -2.218 0.854
Br -7.312 -5.001 -4.157 -0.474
O -8.460 -4.445 -1.671 -0.775
H 5.478 -2.804 0.334 0.315
H 4.436 -3.209 1.708 0.304
H 4.592 -1.486 1.128 0.302
H 3.091 -3.916 -0.095 0.261
H 3.710 -2.653 -1.204 0.312
H 1.397 -2.460 0.863 0.328
H 2.438 -1.010 0.557 0.122
H 1.956 -1.043 -1.836 0.287
H 1.192 -2.656 -1.756 0.288
H -0.205 -0.848 0.096 0.381
H -0.882 -1.804 -1.287 0.323
H 0.305 1.087 -1.297 -0.029
H 0.432 0.096 -2.761 0.343
H -1.579 1.751 -2.639 0.290
H -1.855 0.149 -3.346 0.398
H -2.719 -0.437 -0.759 0.379
H -3.721 0.394 -1.957 0.251
H -2.426 2.601 -0.914 0.356
H -2.606 1.595 0.558 0.256
H -4.901 2.379 -1.493 0.398
H -4.550 3.234 0.025 0.341
H -6.165 1.972 0.914 0.458
H -4.928 0.721 1.160 0.313
H -5.958 -0.651 -0.489 -0.082
H -6.368 0.779 -1.572 0.575
H -8.325 1.371 -0.383 0.441
H -7.954 0.413 1.072 0.172
H -8.401 -1.020 -1.670 0.398
H -9.806 -0.340 -0.824 0.347
H -9.849 -2.614 0.009 0.396
H -9.047 -1.738 1.331 0.342
H -7.887 -3.932 0.721 0.481
H -6.817 -2.518 0.559 -0.292
H -7.281 -2.735 -2.117 0.209
H -5.452 -4.021 -1.957 0.280
H -5.669 -4.326 -0.136 0.209
H -8.398 -6.597 -2.379 -0.227
C 2.685 3.119 -2.166 -0.422
C 3.027 4.282 -2.845 -0.458
C 3.890 5.201 -2.261 -0.648
C 4.419 4.952 -1.000 -0.454
C 4.082 3.786 -0.323 -0.484
C 3.211 2.872 -0.904 -0.271
H 2.010 2.403 -2.620 0.443
H 2.620 4.473 -3.831 0.528
H 4.151 6.111 -2.789 0.426
H 5.096 5.666 -0.547 0.399
H 4.498 3.591 0.658 0.431
H 2.944 1.965 -0.373 0.439
C 5.237 2.624 -6.312 -0.475
C 4.024 2.269 -5.735 -0.169
C 2.986 1.800 -6.531 -0.503
C 3.164 1.676 -7.904 -0.367
C 4.378 2.028 -8.480 -0.657
C 5.414 2.506 -7.685 -0.433
H 6.045 2.993 -5.691 0.435
H 3.888 2.359 -4.665 0.462
H 2.038 1.529 -6.081 0.435
H 2.356 1.306 -8.524 0.408
H 4.518 1.930 -9.550 0.470
H 6.359 2.785 -8.136 0.359
C -6.146 -0.796 5.671 -0.415
C -5.320 -1.880 5.938 -0.495
C -4.914 -2.715 4.905 -0.455
C -5.328 -2.461 3.603 -0.568
C -6.152 -1.374 3.331 0.201
C -6.563 -0.545 4.369 -0.577
H -6.465 -0.146 6.477 0.373
H -4.992 -2.074 6.953 0.418
H -4.275 -3.565 5.115 0.450
H -5.009 -3.112 2.798 0.435
H -6.471 -1.176 2.314 0.207
H -7.209 0.299 4.161 0.377
C 0.733 7.774 2.336 -0.396
C 1.538 6.681 2.636 -0.464
C 1.933 5.811 1.628 -0.346
C 1.531 6.037 0.317 0.077
C 0.729 7.132 0.017 -0.604
C 0.327 7.998 1.027 -0.368
H 0.423 8.451 3.123 0.356
H 1.856 6.508 3.657 0.360
H 2.554 4.955 1.863 0.312
H 1.841 5.362 -0.469 0.381
H 0.417 7.309 -1.005 0.377
H -0.303 8.848 0.793 0.365
C 7.369 2.564 -2.315 -0.367
C 8.711 2.208 -2.377 -0.489
C 9.069 0.887 -2.617 -0.383
C 8.085 -0.077 -2.805 -0.446
C 6.743 0.281 -2.747 -0.678
C 6.385 1.600 -2.497 0.229
H 7.089 3.593 -2.124 0.390
H 9.478 2.960 -2.236 0.380
H 10.115 0.608 -2.659 0.356
H 8.364 -1.106 -2.997 0.378
H 5.976 -0.470 -2.895 0.459
H 5.339 1.878 -2.446 0.220
C -1.049 -3.248 8.212 -0.152
C -0.222 -4.334 8.479 -0.103
C 0.183 -5.170 7.445 -0.586
C -0.231 -4.915 6.143 -0.381
C -1.054 -3.828 5.876 -0.505
C -1.467 -2.997 6.911 -0.476
H -1.368 -2.598 9.019 0.312
H 0.107 -4.530 9.493 0.291
H 0.822 -6.020 7.654 0.354
H 0.089 -5.564 5.337 0.374
H -1.375 -3.629 4.860 0.457
H -2.114 -2.153 6.702 0.415
C 1.250 -0.591 11.871 -0.484
C 0.713 -1.726 11.275 -0.139
C -0.326 -2.411 11.894 -0.104
C -0.835 -1.955 13.105 -0.610
C -0.300 -0.818 13.699 -0.324
C 0.745 -0.139 13.084 -0.370
H 2.061 -0.059 11.390 0.356
H 1.105 -2.077 10.328 0.338
H -0.741 -3.300 11.433 0.278
H -1.647 -2.486 13.585 0.350
H -0.698 -0.462 14.641 0.353
H 1.164 0.745 13.550 0.354
C 7.669 -0.598 -11.487 -0.401
C 7.116 -1.739 -12.054 -0.381
C 6.060 -2.387 -11.423 -0.343
C 5.552 -1.887 -10.230 -0.518
C 6.103 -0.743 -9.666 -0.215
C 7.164 -0.101 -10.292 -0.371
H 8.494 -0.095 -11.977 0.359
H 7.508 -2.125 -12.987 0.351
H 5.633 -3.280 -11.862 0.360
H 4.726 -2.388 -9.741 0.373
H 5.706 -0.353 -8.737 0.473
H 7.597 0.788 -9.848 0.320
```

Results
Relative energy (zero: lowest compared OMol25 entry of this formula, charge and spin)   36.6 kcal/mol
Total charge   -1
Multiplicity   1
HOMO   -4.862 eV

***

(2)
Here is a cluster of 7 separate species, C26H59N3O6Si in total from the OMol25 dataset. Energies are from ωB97M-V/def2-TZVPD.

XYZ file:
```
95
Properties=species:S:1:pos:R:3:mulliken_charge:R:1
N 4.248 -2.873 3.177 -0.645
C 3.195 -2.135 2.492 0.898
N 3.364 -2.212 1.036 -0.648
N 3.297 -0.754 2.885 -0.610
C 1.858 -2.813 2.893 -1.112
Si 0.314 -1.740 2.640 0.639
H 5.075 -2.883 2.605 0.301
H 3.941 -3.804 3.393 0.238
H 2.964 -1.396 0.593 0.248
H 2.822 -2.989 0.689 0.147
H 3.046 -0.115 2.147 0.121
H 2.827 -0.556 3.748 0.328
H 1.703 -3.753 2.356 0.538
H 1.902 -3.073 3.959 0.229
H 0.303 -1.196 1.275 -0.177
H 0.335 -0.687 3.680 -0.169
H -0.893 -2.558 2.870 -0.274
C 1.908 -4.274 -3.642 -0.603
C 0.418 -4.283 -3.329 -0.361
C 0.418 -4.431 -1.818 -0.372
O 1.612 -3.791 -1.345 -0.309
C 2.473 -3.508 -2.455 -0.465
H 2.155 -3.813 -4.597 0.335
H 2.295 -5.297 -3.647 0.287
H -0.028 -3.327 -3.612 0.068
H -0.133 -5.077 -3.831 0.402
H 0.456 -5.484 -1.519 0.320
H -0.451 -3.968 -1.350 0.101
H 2.457 -2.427 -2.635 0.297
H 3.494 -3.802 -2.207 0.277
C -2.113 0.040 -1.255 0.175
C -3.200 -0.427 -0.302 -0.337
C -3.586 -1.769 -0.901 -0.497
O -2.404 -2.294 -1.517 -0.405
C -1.409 -1.265 -1.588 -0.106
H -1.441 0.784 -0.827 0.180
H -2.566 0.464 -2.151 -0.008
H -2.784 -0.569 0.700 0.168
H -4.042 0.261 -0.227 0.130
H -4.354 -1.654 -1.673 0.256
H -3.948 -2.478 -0.154 0.296
H -0.630 -1.494 -0.853 -0.124
H -0.958 -1.262 -2.582 0.225
C -3.779 4.607 -2.227 -0.396
C -4.862 4.140 -1.266 -0.616
C -5.255 2.800 -1.866 -0.396
O -4.080 2.274 -2.494 -0.409
C -3.081 3.303 -2.568 -0.093
H -3.104 5.349 -1.803 0.415
H -4.235 5.035 -3.124 0.098
H -4.438 3.995 -0.268 0.269
H -5.703 4.827 -1.181 0.391
H -6.030 2.917 -2.631 0.272
H -5.613 2.090 -1.118 0.258
H -2.296 3.070 -1.839 0.072
H -2.638 3.309 -3.561 0.140
C 3.082 -3.812 8.325 -0.533
C 1.890 -4.609 7.819 -0.526
C 0.891 -3.508 7.500 -0.394
O 1.658 -2.363 7.112 -0.404
C 3.038 -2.584 7.430 -0.340
H 4.029 -4.347 8.261 0.332
H 2.923 -3.524 9.368 0.259
H 2.161 -5.146 6.906 0.255
H 1.506 -5.332 8.538 0.337
H 0.297 -3.241 8.381 0.319
H 0.209 -3.777 6.692 0.235
H 3.583 -2.753 6.495 0.186
H 3.445 -1.694 7.912 0.284
C -1.432 4.224 -7.899 -0.532
C -2.920 4.225 -7.580 -0.605
C -2.914 4.068 -6.068 -0.225
O -1.715 4.696 -5.599 -0.379
C -0.858 4.979 -6.711 -0.460
H -1.186 4.689 -8.853 0.337
H -1.053 3.199 -7.912 0.261
H -3.360 5.186 -7.856 0.278
H -3.478 3.438 -8.084 0.365
H -2.882 3.012 -5.778 0.277
H -3.777 4.533 -5.590 0.177
H -0.867 6.060 -6.885 0.272
H 0.161 4.676 -6.468 0.259
C 2.634 4.230 1.539 -0.557
C 1.569 3.748 2.513 -0.700
C 1.231 2.376 1.953 0.147
O 2.429 1.881 1.341 -0.361
C 3.386 2.944 1.238 -0.501
H 3.278 5.010 1.942 0.341
H 2.163 4.612 0.630 0.243
H 1.996 3.650 3.514 0.292
H 0.701 4.403 2.577 0.382
H 0.454 2.440 1.184 0.020
H 0.901 1.675 2.721 0.087
H 4.177 2.763 1.972 0.291
H 3.829 2.935 0.241 0.293
```

Results
Multiplicity   1
HOMO   -8.555 eV
SMILES string   NC(N)(N)C[SiH3].C1CCOC1.C1CCOC1.C1CCOC1.C1CCOC1.C1CCOC1.C1CCOC1

***

(3)
Here is a structure of composition C29H30N6O2S2Sm in a non-equilibrium geometry from the OMol25 dataset. Energies are from ωB97M-V/def2-TZVPD.

XYZ file:
```
70
Properties=species:S:1:pos:R:3:nbo_charge:R:1
Sm 0.003 -2.035 -0.039 1.816
C -5.221 0.603 0.465 -0.626
C -4.316 0.355 1.671 -0.212
N -3.905 -1.027 1.783 -0.579
C -3.024 -1.654 0.992 0.329
S -2.404 -0.792 -0.399 -0.412
N -2.784 -2.921 1.258 -0.438
N -1.779 -3.496 0.562 -0.345
C -1.713 -4.783 0.395 0.261
C -2.701 -5.759 0.950 -0.689
C -0.622 -5.221 -0.483 0.171
C -0.169 -6.539 -0.529 -0.221
C 0.798 -6.890 -1.453 -0.126
C 1.281 -5.922 -2.324 -0.238
C 0.825 -4.621 -2.183 0.081
N -0.097 -4.266 -1.290 -0.510
H -5.523 1.645 0.426 0.211
H -6.112 -0.013 0.537 0.215
H -4.702 0.351 -0.455 0.226
H -4.844 0.614 2.592 0.214
H -3.416 0.975 1.601 0.191
H -4.332 -1.599 2.495 0.415
H -3.596 -5.220 1.252 0.263
H -2.292 -6.253 1.830 0.244
H -2.963 -6.520 0.218 0.236
H -0.576 -7.268 0.151 0.234
H 1.166 -7.903 -1.502 0.234
H 1.999 -6.167 -3.090 0.237
H 1.204 -3.823 -2.817 0.207
S 2.322 -3.333 0.572 -0.291
C 2.913 -2.197 -0.578 0.079
C 4.284 -2.123 -0.876 -0.261
C 4.735 -1.174 -1.757 -0.124
C 3.817 -0.288 -2.328 -0.298
C 2.486 -0.421 -2.008 0.071
N 2.013 -1.366 -1.180 -0.637
H 4.947 -2.817 -0.386 0.240
H 5.784 -1.105 -2.002 0.230
H 4.142 0.487 -3.003 0.228
H 1.743 0.254 -2.423 0.197
C 2.390 3.878 -1.778 -0.254
O 1.158 3.644 -1.132 -0.517
C 0.384 4.699 -0.771 0.375
C 0.717 6.042 -0.907 -0.302
C -0.178 7.031 -0.533 -0.168
C -1.429 6.706 -0.039 -0.227
C -1.779 5.375 0.101 -0.179
C -0.874 4.376 -0.224 0.012
N -1.248 3.022 -0.074 -0.494
C -0.579 2.034 0.488 0.222
C 0.556 2.035 1.298 -0.225
C 1.175 3.195 1.836 -0.132
C 2.258 3.103 2.657 -0.272
C 2.777 1.841 3.002 -0.106
C 2.201 0.695 2.535 -0.306
C 1.065 0.729 1.683 0.480
O 0.501 -0.355 1.299 -0.807
H 2.818 2.891 -1.942 0.203
H 3.073 4.458 -1.152 0.188
H 2.249 4.382 -2.740 0.188
H 1.676 6.317 -1.314 0.231
H 0.106 8.065 -0.648 0.229
H -2.126 7.480 0.237 0.231
H -2.754 5.102 0.476 0.224
H -2.138 2.772 -0.493 0.423
H -1.018 1.048 0.316 0.249
H 0.742 4.160 1.625 0.219
H 2.705 3.995 3.070 0.226
H 3.629 1.788 3.662 0.226
H 2.575 -0.278 2.817 0.237
```

Results
Relative energy (zero: lowest compared OMol25 entry of this formula, charge and spin)   2.2 kcal/mol
Expectation value of S²   8.762
Total charge   +1
Multiplicity   6
HOMO (spin up / spin down)   -10.231 / -10.249 eV

***

(4)
Here is a structure of composition C33H24N3NiO5PS2 from the OMol25 dataset. Energies are from ωB97M-V/def2-TZVPD.

XYZ file:
```
69
Properties=species:S:1:pos:R:3:nbo_charge:R:1
Ni -0.840 -0.184 -0.551 0.956
S 1.335 -1.111 -1.355 -0.227
C 1.607 0.570 -1.527 -0.084
N 0.693 1.417 -1.150 -0.617
C 1.064 2.724 -1.388 0.190
C 0.294 3.848 -1.101 -0.251
C 0.814 5.099 -1.377 -0.201
C 2.088 5.241 -1.932 -0.228
C 2.863 4.131 -2.222 -0.210
C 2.343 2.874 -1.945 -0.252
S 3.052 1.303 -2.186 0.398
H -0.695 3.724 -0.682 0.220
H 0.226 5.981 -1.165 0.213
H 2.474 6.229 -2.141 0.215
H 3.848 4.243 -2.654 0.220
O -1.567 -2.419 -0.796 -0.589
C -1.570 -2.936 -1.897 0.428
C -1.474 -2.257 -3.181 -0.219
C -1.380 -3.063 -4.313 -0.117
C -1.302 -2.492 -5.560 -0.063
C -1.330 -1.106 -5.718 -0.125
C -1.433 -0.300 -4.615 -0.292
C -1.501 -0.841 -3.312 0.440
O -1.618 -0.030 -2.305 -0.816
N -1.197 -3.348 -6.736 0.538
O -1.161 -4.552 -6.563 -0.394
O -1.115 -2.807 -7.823 -0.390
H -1.643 -4.038 -1.970 0.120
H -1.368 -4.141 -4.218 0.243
H -1.266 -0.689 -6.713 0.247
H -1.449 0.777 -4.712 0.228
O -3.185 1.368 -0.930 -0.543
N -2.357 0.982 0.088 -0.142
C -2.654 1.548 1.187 0.045
C -1.993 1.384 2.486 0.000
C -2.572 2.117 3.526 -0.193
C -2.053 2.088 4.807 -0.192
C -0.927 1.323 5.072 -0.198
C -0.340 0.598 4.049 -0.171
C -0.860 0.608 2.756 -0.371
P -0.003 -0.398 1.500 1.036
C 1.720 0.090 1.814 -0.349
C 2.698 -0.790 2.263 -0.200
C 3.992 -0.336 2.483 -0.207
C 4.314 0.993 2.259 -0.213
C 3.335 1.879 1.829 -0.145
C 2.043 1.432 1.614 -0.222
C -0.220 -2.102 2.094 -0.398
C 0.479 -3.131 1.458 -0.181
C 0.279 -4.447 1.836 -0.198
C -0.636 -4.755 2.834 -0.192
C -1.347 -3.742 3.454 -0.228
C -1.140 -2.419 3.088 -0.129
H -2.779 0.927 -1.719 0.516
H -3.494 2.239 1.162 0.203
H -3.445 2.722 3.316 0.216
H -2.522 2.665 5.592 0.223
H -0.503 1.295 6.066 0.224
H 0.546 0.010 4.255 0.229
H 2.461 -1.829 2.441 0.227
H 4.748 -1.029 2.827 0.218
H 5.326 1.341 2.423 0.217
H 3.577 2.919 1.656 0.213
H 1.284 2.131 1.285 0.226
H 1.175 -2.897 0.664 0.237
H 0.831 -5.236 1.342 0.218
H -0.797 -5.785 3.123 0.217
H -2.067 -3.976 4.226 0.217
H -1.705 -1.638 3.580 0.210
```

Results
Multiplicity   1
HOMO (spin up / spin down)   -7.724 / -7.723 eV